{
  "formula": "C44H59F33Ni2O26",
  "method": "wB97M-V/def2-TZVPD",
  "symbols": ["Ni", "Ni", "O", "H", "O", "H", "O", "H", "O", "H", "C", "C", "O", "C", "O", "C", "F", "F", "F", "H", "H", "H", "H", "H", "C", "C", "O", "C", "O", "C", "F", "F", "F", "H", "H", "H", "H", "H", "C", "C", "O", "C", "O", "C", "F", "F", "F", "H", "H", "H", "H", "H", "C", "C", "O", "C", "O", "C", "F", "F", "F", "H", "H", "H", "H", "H", "C", "C", "O", "C", "O", "C", "F", "F", "F", "H", "H", "H", "H", "H", "C", "C", "O", "C", "O", "C", "F", "F", "F", "H", "H", "H", "H", "H", "C", "C", "O", "C", "O", "C", "F", "F", "F", "H", "H", "H", "H", "H", "C", "C", "O", "C", "O", "C", "F", "F", "F", "H", "H", "H", "H", "H", "C", "C", "O", "C", "O", "C", "F", "F", "F", "H", "H", "H", "H", "H", "C", "C", "O", "C", "O", "C", "F", "F", "F", "H", "H", "H", "H", "H", "C", "C", "O", "C", "O", "C", "F", "F", "F", "H", "H", "H", "H", "H"],
  "positions_angstrom": [[-1.44845, 1.68694, 0.94588], [-0.02676, 0.19671, -0.72013], [1.48564, -0.98835, -1.10017], [2.16534, -1.64307, -1.35295], [-1.87092, 0.99959, -0.91908], [-2.37497, 1.17145, -1.73818], [0.31312, 1.99515, 0.15986], [1.12555, 2.52387, 0.03759], [-0.88916, -0.23335, 1.20779], [-0.72464, -1.05111, 1.71642], [1.73388, -0.50458, 4.35023], [0.72667, 0.49706, 3.75752], [0.61175, 1.73503, 4.34485], [-0.27721, 2.63624, 3.85628], [-0.93896, 2.50358, 2.83610], [-0.42123, 3.76443, 4.89025], [0.62378, 3.82392, 5.69725], [-0.58254, 4.92633, 4.21365], [-1.53761, 3.52036, 5.61133], [1.97247, -1.31712, 3.66397], [1.28083, -0.96847, 5.22637], [2.67666, -0.03212, 4.62600], [-0.24561, 0.01060, 3.67929], [0.89104, 0.68398, 2.69632], [2.15505, -3.60734, -3.23419], [3.54162, -3.03373, -2.91303], [4.36902, -4.23540, -2.96720], [5.43133, -4.40777, -3.78614], [5.84751, -3.58921, -4.61302], [5.96076, -5.85314, -3.77134], [7.10993, -5.92995, -3.14009], [5.07585, -6.71141, -3.17974], [6.12477, -6.22562, -5.05187], [1.93924, -4.40796, -2.52672], [2.01716, -4.06847, -4.21218], [1.36010, -2.87148, -3.11312], [3.49130, -2.57946, -1.92347], [3.87571, -2.29125, -3.63773], [-2.91264, 1.12016, -4.27589], [-4.32806, 1.22174, -4.84965], [-4.74201, 2.55817, -4.91998], [-5.13957, 3.23029, -3.79399], [-5.38349, 2.68023, -2.72529], [-5.41684, 4.75844, -4.02469], [-5.21112, 5.45543, -2.88696], [-4.54009, 5.26036, -4.93875], [-6.71609, 4.86495, -4.46205], [-2.90273, 1.38692, -3.21908], [-2.11576, 1.67131, -4.77521], [-2.63832, 0.06575, -4.30855], [-5.00348, 0.56483, -4.30158], [-4.44886, 0.81309, -5.85291], [-4.46850, -2.81111, 0.19894], [-3.23945, -2.15678, -0.42491], [-3.00351, -2.84362, -1.65469], [-1.97713, -2.55170, -2.55906], [-1.09308, -1.78287, -2.34572], [-2.10097, -3.35860, -3.87930], [-2.02430, -2.57285, -5.02213], [-1.13224, -4.27595, -3.97041], [-3.26589, -4.00825, -3.88680], [-4.20790, -3.86933, 0.18052], [-5.35738, -2.74053, -0.42798], [-4.61432, -2.49723, 1.23253], [-2.37187, -2.26416, 0.22614], [-3.42786, -1.09051, -0.55001], [-1.06314, -3.43627, 4.97830], [-1.45180, -2.96562, 3.59655], [-1.27129, -4.04585, 2.67501], [-2.14178, -5.09337, 2.64391], [-3.08347, -5.18478, 3.44670], [-1.96980, -6.04025, 1.50857], [-1.24821, -7.07944, 1.88482], [-3.16660, -6.57607, 1.11276], [-1.36461, -5.42500, 0.45160], [-0.13328, -4.00445, 4.95286], [-1.82416, -4.12179, 5.35114], [-0.96370, -2.54819, 5.60242], [-0.82159, -2.12137, 3.31694], [-2.50537, -2.68784, 3.56630], [3.55372, -1.23480, 1.31792], [3.73184, 0.29030, 1.34427], [5.09437, 0.65319, 1.59698], [5.57524, 0.76624, 2.80862], [4.99172, 0.20522, 3.77283], [7.01100, 1.28342, 2.98692], [7.61955, 1.59223, 1.83839], [6.96710, 2.31795, 3.78419], [7.80241, 0.34779, 3.50397], [2.54115, -1.49318, 1.00803], [3.75860, -1.63623, 2.31038], [4.25224, -1.69856, 0.62144], [3.00535, 0.70036, 2.04582], [3.35995, 0.68569, 0.39903], [-1.05363, 4.48397, -3.46016], [-0.67662, 4.05181, -2.04841], [-1.05524, 5.10707, -1.12681], [-1.91280, 4.80286, -0.10235], [-2.29086, 3.66453, 0.23353], [-2.45390, 6.00287, 0.68540], [-2.02817, 7.17874, 0.21248], [-3.78068, 5.87299, 0.62246], [-2.06928, 5.82590, 1.91782], [-0.45602, 5.34002, -3.77345], [-2.09371, 4.80020, -3.53976], [-0.88203, 3.64461, -4.13405], [0.41047, 4.01462, -2.11874], [-1.19654, 3.09503, -1.99981], [2.10839, 7.71862, 3.14591], [1.44952, 7.61407, 1.75096], [2.21808, 6.74136, 0.95875], [1.92135, 5.40844, 1.00878], [1.01470, 4.95222, 1.66979], [2.88861, 4.47254, 0.24748], [3.09699, 3.38230, 0.96350], [2.39589, 4.22064, -0.92663], [4.07321, 5.02656, 0.12193], [3.15447, 8.01047, 3.05292], [2.04403, 6.70663, 3.54570], [1.56486, 8.36080, 3.83893], [1.38190, 8.58831, 1.26685], [0.40072, 7.33131, 1.84132], [-4.50020, 0.38019, 4.71401], [-4.76313, -0.43899, 3.47851], [-5.36758, 0.37045, 2.45697], [-4.61754, 1.13621, 1.64223], [-3.41533, 1.37216, 1.77538], [-5.39631, 1.64872, 0.43730], [-5.18716, 0.89826, -0.65443], [-6.67691, 1.60988, 0.69925], [-5.10772, 2.89239, 0.17174], [-5.42714, 0.84778, 5.04602], [-3.74756, 1.16230, 4.61431], [-4.10632, -0.30267, 5.46677], [-5.39480, -1.31464, 3.62796], [-3.79145, -0.85543, 3.21295], [0.74902, -1.34766, -6.38214], [0.27974, -0.31157, -5.30473], [1.40715, 0.41407, -4.83001], [1.34066, 1.07041, -3.67182], [0.30836, 1.23063, -2.99739], [2.64907, 1.69159, -3.20282], [2.63592, 3.00799, -3.21969], [2.87512, 1.36313, -1.96678], [3.64619, 1.27459, -3.96631], [1.17067, -2.20984, -5.86546], [1.46534, -0.88180, -7.05887], [-0.13139, -1.59793, -6.97404], [-0.17449, -0.86958, -4.48594], [-0.48185, 0.32408, -5.75643], [2.04865, -6.17427, -0.19873], [2.30490, -4.74937, 0.42029], [3.17097, -4.79494, 1.53914], [2.57053, -4.93340, 2.76052], [1.33433, -4.94088, 2.97384], [3.59176, -4.95614, 3.93047], [3.47390, -3.81110, 4.57973], [3.34745, -5.99675, 4.68551], [4.88246, -5.10624, 3.47070], [1.20508, -6.11049, -0.88606], [1.77499, -6.94695, 0.51973], [2.84998, -6.55370, -0.83277], [1.36706, -4.26829, 0.69800], [2.62386, -4.04406, -0.34711]],
  "homo_lumo_gap_ev": [9.0, 8.8],
  "homo_energy_ev": [-8.8, -8.7],
  "multiplicity": 5,
  "lumo_ev": [0.16, 0.10],
  "largest_force_ev_per_a": 5.84
}